Molecular formula: C2H8S2Si
Method: DFT, ωB97M-V with the def2-TZVPD basis set

The molecular weight is 124.3 g/mol. As for the HOMO-LUMO gap (alpha / beta): 8.281 / 5.360 eV. Its electronic energy is -31747.9369 eV. Its charge is 0.

Last column: natural (NBO) charge in e.
Atoms and positions in Å:
H -1.318 -0.268 -0.896  -0.136
H 1.324 1.720 -1.539  0.228
Si -0.264 -0.789 -1.736  0.597
C -1.051 -0.544 2.982  -0.766
H 0.214 -2.142 -1.549  -0.156
S -0.633 0.765 1.712  0.020
H 2.656 0.786 -2.265  0.212
C 1.865 1.384 -2.473  -0.747
H -0.432 -0.727 3.923  0.216
H -1.973 -0.169 3.321  0.222
S 0.752 0.346 -3.349  -0.164
H 2.104 2.349 -3.060  0.236
H -0.925 -1.495 2.452  0.238


Molecular formula: C2H8S3
Method: DFT, ωB97M-V with the def2-TZVPD basis set

As for the SMILES: CCS.SS. The molecular weight is 128.3 g/mol. As for the HOMO-LUMO gap: 8.613 eV. Its electronic energy is -34708.6588 eV. Its charge is 0.

Last column: natural (NBO) charge in e.
Atoms and positions in Å:
H -2.511 1.560 1.300  0.139
H 0.272 0.004 1.081  0.229
H 2.680 0.560 -0.085  0.212
H 1.647 -0.910 1.648  0.220
S -2.523 0.235 1.172  -0.127
S -2.723 0.491 -0.958  -0.124
S 0.945 1.201 -1.461  -0.094
H -3.441 -0.623 -1.046  0.135
C 1.072 -0.657 0.754  -0.648
H -0.230 0.487 -1.396  0.129
H 2.342 -0.688 -1.098  0.213
C 1.811 -0.037 -0.362  -0.496
H 0.659 -1.622 0.452  0.212


Molecular formula: C2H8S3
Method: DFT, ωB97M-V with the def2-TZVPD basis set

As for the SMILES: CSC.SS. The molecular weight is 128.3 g/mol. As for the HOMO-LUMO gap: 8.862 eV. Its electronic energy is -34708.3931 eV. Its charge is 0.

Last column: natural (NBO) charge in e.
Atoms and positions in Å:
C 1.012 0.158 0.968  -0.741
H -4.147 -0.388 1.291  0.134
H 0.221 0.715 1.591  0.234
H 0.554 -0.885 0.818  0.220
H -1.823 1.718 -0.123  0.144
H 0.728 -1.006 -2.178  0.215
S -2.907 -0.404 0.819  -0.137
H 2.240 -0.318 -2.308  0.224
S -2.752 1.695 0.834  -0.142
C 1.599 -0.635 -1.534  -0.786
S 1.367 0.894 -0.686  0.197
H 1.899 0.031 1.497  0.209
H 2.009 -1.573 -0.988  0.230


Molecular formula: C2H8S4
Method: DFT, ωB97M-V with the def2-TZVPD basis set

As for the SMILES: CSS.CSS. The molecular weight is 160.4 g/mol. As for the HOMO-LUMO gap: 8.808 eV. Its electronic energy is -45544.3865 eV. Its charge is 0.

Last column: natural (NBO) charge in e.
Atoms and positions in Å:
H -1.891 1.411 1.866  0.112
S -2.002 0.249 2.500  -0.126
C 2.396 0.316 -1.429  -0.749
H -0.795 -0.931 0.059  0.242
H 0.116 1.818 1.322  0.127
H 2.893 1.278 -1.557  0.227
H -2.029 -1.417 -1.056  0.226
S -3.021 -0.646 0.941  0.086
H -1.615 -2.510 0.301  0.219
H 3.160 -0.433 -1.602  0.234
S 1.806 0.055 0.250  0.094
H 1.552 0.268 -2.120  0.222
S 1.158 2.015 0.534  -0.153
C -1.729 -1.474 -0.009  -0.761


Molecular formula: C2H9BNO2
Method: DFT, ωB97M-V with the def2-TZVPD basis set

The molecular weight is 89.9 g/mol. As for the HOMO-LUMO gap (alpha / beta): 8.803 / 10.551 eV. Its electronic energy is -8472.3542 eV. Its charge is +1.

Last column: natural (NBO) charge in e.
Atoms and positions in Å:
H -1.455 0.397 1.638  0.234
H 2.322 -1.849 0.092  0.528
C -2.035 0.126 0.770  -0.456
H 3.226 0.630 0.685  0.517
H 0.019 1.739 -0.370  0.240
H -0.832 -1.101 -0.187  0.446
H -2.645 0.959 0.700  0.250
O 1.540 -1.308 -0.265  -0.907
N -1.055 -0.173 -0.289  -0.527
H -1.706 -0.164 -1.085  0.447
O 2.383 0.874 0.381  -0.848
B 1.423 0.025 0.027  0.988
H -2.614 -0.766 1.175  0.261
H 1.338 -0.017 -2.915  0.021
C 0.092 0.627 -0.357  -0.194


Molecular formula: C2H9Ba3O3
Method: DFT, ωB97M-V with the def2-TZVPD basis set

The molecular weight is 493.1 g/mol. The expectation value of S² is 0.75. As for the HOMO-LUMO gap (alpha / beta): 3.572 / 4.803 eV. Its electronic energy is -10398.6645 eV. Its charge is +4. As for the spin multiplicity: 2.

Last column: natural (NBO) charge in e.
Atoms and positions in Å:
O 33.970 5.284 -36.132  -1.513
O 37.223 7.919 -33.053  -0.692
O 32.020 5.258 -34.376  -0.769
Ba 36.502 4.273 -36.751  1.484
H 35.258 8.023 -32.252  0.217
H 35.863 9.342 -33.309  0.202
C 35.857 8.267 -33.129  -0.242
H 31.511 5.778 -32.463  0.250
H 32.283 7.050 -33.476  0.174
H 34.380 5.584 -35.298  0.500
Ba 33.963 7.079 -38.096  1.755
H 33.225 5.764 -32.910  0.145
Ba 32.717 2.899 -36.435  1.766
H 35.283 7.879 -33.971  0.053
H 37.626 8.558 -33.645  0.475
H 32.701 5.506 -35.005  0.451
C 32.218 5.982 -33.267  -0.254


Molecular formula: C2H9N2
Method: DFT, ωB97M-V with the def2-TZVPD basis set

The molecular weight is 61.1 g/mol. As for the HOMO-LUMO gap: 11.048 eV. Its electronic energy is -5193.4748 eV. Its charge is +1.

Last column: natural (NBO) charge in e.
Atoms and positions in Å:
H 0.878 1.314 -1.424  0.230
H 2.687 -0.544 0.996  0.392
H -1.456 -1.620 -0.299  0.246
H -0.958 1.203 -1.977  0.221
H -1.989 -0.402 0.856  0.246
H 1.972 0.273 2.203  0.397
N -0.372 0.150 -0.359  -0.397
H 1.490 -1.219 1.810  0.384
H -2.392 -0.230 -0.864  0.235
C -1.631 -0.554 -0.160  -0.441
N 1.785 -0.329 1.407  -1.089
C -0.134 0.942 -1.324  0.111
H 0.436 -0.046 0.281  0.465


Molecular formula: C2H9N2
Method: DFT, ωB97M-V with the def2-TZVPD basis set

As for the SMILES: NCC[NH3+]. The molecular weight is 61.1 g/mol. As for the HOMO-LUMO gap: 11.544 eV. Its electronic energy is -5193.7263 eV. Its charge is +1.

Last column: natural (NBO) charge in e.
Atoms and positions in Å:
C 0.194 0.382 0.905  -0.223
H -1.288 1.748 0.094  0.439
H 1.837 -0.825 0.132  0.230
H 0.598 -1.255 -1.928  0.406
H -0.178 -1.851 -0.642  0.380
H 0.598 1.281 1.354  0.243
N 0.096 -0.978 -1.089  -0.857
H 1.439 0.603 -0.813  0.217
C 1.008 -0.211 -0.227  -0.258
H -1.970 0.469 0.842  0.440
H -0.015 -0.340 1.692  0.227
N -1.159 0.757 0.295  -0.713
H -1.159 0.220 -0.615  0.469


Molecular formula: C2H9N2
Method: DFT, ωB97M-V with the def2-TZVPD basis set

The molecular weight is 61.1 g/mol. As for the HOMO-LUMO gap: 11.079 eV. Its electronic energy is -5191.0396 eV. Its charge is +1.

Last column: natural (NBO) charge in e.
Atoms and positions in Å:
H 0.168 2.403 0.888  0.441
N -1.571 -0.526 -0.405  -0.698
H 1.491 0.279 0.758  0.256
C -0.482 -0.232 0.284  0.276
H -2.399 -0.603 0.163  0.441
H 1.371 0.319 -1.104  0.261
H 1.963 -2.149 0.059  0.007
H 1.196 -2.571 -0.032  -0.003
H -0.546 1.978 -0.632  0.404
H -0.601 -0.413 1.315  0.217
N 0.033 1.676 0.173  -0.748
C 0.820 0.470 -0.103  -0.277
H -1.442 -0.631 -1.364  0.423


Molecular formula: C2H9N2O
Method: DFT, ωB97M-V with the def2-TZVPD basis set

The molecular weight is 77.1 g/mol. The expectation value of S² is 0.75. As for the HOMO-LUMO gap (alpha / beta): 4.470 / 7.559 eV. Its electronic energy is -7243.5747 eV. Its charge is 0. As for the spin multiplicity: 2.

Last column: natural (NBO) charge in e.
Atoms and positions in Å:
N -1.109 -1.409 -0.098  -0.916
O -0.784 2.357 0.083  -0.959
H 2.084 -0.709 -0.720  0.184
C -0.030 -0.951 -0.935  -0.241
H 0.923 -0.572 1.807  0.382
H -1.583 2.018 -0.341  0.475
N 1.023 0.081 1.019  -0.683
H 0.142 0.571 1.063  0.440
H -0.113 -0.994 -2.007  0.166
H -2.029 -1.299 -0.497  0.360
H 1.838 0.673 1.199  0.406
H -0.522 3.074 -0.505  0.475
C 1.143 -0.489 -0.321  -0.421
H -0.983 -2.351 0.252  0.333